Entry from the OMol25 dataset: C2H4CuLiO2 as an isolated structure (ωB97M-V/def2-TZVPD).

Structure (XYZ):
```
10
Properties=species:S:1:pos:R:3:forces:R:3:nbo_charge:R:1
O -2.477442 0.352743 -1.615578 0.9 -0.2 0.0 -1.404
C 0.350400 0.480626 1.446765 0.3 -0.5 -0.6 -0.540
C 1.175882 0.128223 0.436108 0.5 0.2 1.7 0.147
O 0.844141 -0.596835 -0.621740 0.3 -2.0 -1.6 -1.016
H -3.262797 0.407303 -1.073929 0.0 0.0 -0.1 0.442
H -0.646800 0.037617 1.536919 0.2 0.5 -0.2 0.209
H 0.697116 1.175081 2.212059 -0.1 -0.3 -0.2 0.207
H 2.249707 0.367709 0.518364 -0.4 0.4 -0.2 0.132
Cu 1.832893 -2.381442 -1.402354 -0.9 1.8 0.9 0.874
Li -0.763101 0.028975 -1.436614 -0.9 0.2 0.2 0.949
```
Positions in Å, forces in eV/Å.

Computed properties:
ΔE to the lowest compared entry with this formula, charge and spin ... 15.8 kcal/mol
Frontier orbital gap ... 4.626 eV
Total charge ... 0



Entry from the OMol25 dataset: C38H54BF8NO4P3S2ScSi as an isolated structure (ωB97M-V/def2-TZVPD).

Structure (XYZ):
```
113
Properties=species:S:1:pos:R:3:forces:R:3:lowdin_charge:R:1
Sc -0.533343 0.224670 -1.056165 0.5 0.0 1.2 0.688
C -2.047841 0.287451 3.260992 0.1 0.1 0.0 -0.103
C -3.045845 0.901639 2.279206 0.0 -0.2 -0.1 -0.505
C -4.064734 -0.150069 1.834917 0.0 0.1 0.0 -0.105
P -2.150283 1.694391 0.853079 0.2 0.2 0.0 1.069
C -3.427149 2.837992 0.120061 0.0 -0.1 -0.2 -0.516
C -2.780585 4.036873 -0.585072 0.0 0.0 0.0 -0.094
C -4.287501 2.097434 -0.905461 -0.1 -0.1 0.1 -0.112
C -1.068187 2.853015 1.756763 0.0 0.0 0.1 -0.388
C -1.640983 3.919149 2.460170 0.0 0.0 -0.1 -0.108
C -0.849371 4.868794 3.075266 0.0 0.0 0.0 -0.078
C 0.533227 4.766720 2.964001 0.0 0.0 0.0 -0.075
C 1.098619 3.689223 2.302303 -0.1 -0.1 0.0 -0.094
C 0.322328 2.674233 1.714493 0.0 0.0 0.2 -0.262
Si 1.004408 0.977285 1.058713 0.2 0.5 -0.1 0.663
C 2.709065 1.551363 0.397434 0.1 0.0 0.1 -0.294
C 3.692394 2.062328 1.254099 -0.1 0.0 0.0 -0.112
C 4.754114 2.815356 0.778348 0.0 0.0 0.0 -0.075
C 4.853643 3.082946 -0.581437 0.0 0.0 0.0 -0.075
C 3.951942 2.503866 -1.460565 0.0 -0.1 0.0 -0.096
C 2.906236 1.704505 -0.984826 0.1 0.0 0.0 -0.339
P 1.991653 0.528440 -2.040090 0.1 0.4 0.1 1.078
C 3.347671 -0.689287 -2.377026 -0.1 -0.1 0.0 -0.499
C 2.796688 -1.934368 -3.060524 0.0 0.0 0.0 -0.123
C 4.596400 -0.198163 -3.099379 0.0 0.0 0.0 -0.089
C 1.388636 1.324087 -3.582168 0.2 -0.1 -0.1 -0.352
C -0.776138 2.992167 -4.059870 -0.2 0.2 -0.2 0.013
C 2.257563 2.333280 -4.337826 0.0 0.0 0.0 -0.103
C 1.424813 0.051874 2.690219 0.0 -0.3 0.1 -0.288
C 1.630555 0.738676 3.894771 0.0 -0.1 -0.1 -0.100
C 1.992658 0.079022 5.061695 0.0 0.0 -0.1 -0.076
C 2.159751 -1.297736 5.056794 0.0 0.0 0.0 -0.079
C 1.950727 -2.005906 3.884260 0.0 0.1 0.0 -0.094
C 1.576762 -1.354804 2.703833 0.0 0.2 0.1 -0.369
P 1.263639 -2.221514 1.123105 0.0 0.1 -0.1 1.080
C 2.868181 -3.080543 0.700006 0.0 0.0 0.0 -0.533
C 4.023315 -2.097281 0.912151 0.0 0.0 0.1 -0.122
C 3.198944 -4.425451 1.340841 0.1 0.0 0.0 -0.116
C -0.000343 -3.531471 1.505055 -0.1 0.0 0.1 -0.523
C -1.364335 -2.838838 1.659247 0.1 -0.2 0.0 -0.128
C 0.165120 -4.473742 2.698513 0.0 -0.1 0.0 -0.113
H -2.587554 -0.243091 4.049797 0.0 0.0 0.0 0.088
H -1.412553 1.038913 3.728362 0.0 0.0 0.0 0.073
H -1.391001 -0.432674 2.765239 -0.1 0.2 0.1 0.041
H -3.571503 1.723896 2.772582 0.0 0.0 0.1 0.105
H -3.593416 -0.914161 1.215096 0.0 0.0 0.1 0.045
H -4.891887 0.284046 1.272628 0.1 0.0 0.1 0.060
H -4.487397 -0.649715 2.710226 0.0 0.0 0.0 0.086
H -4.064622 3.179449 0.940375 0.0 0.1 0.0 0.103
H -2.062867 3.697874 -1.336351 0.0 0.0 0.0 0.062
H -2.255167 4.704955 0.092337 0.0 0.0 0.0 0.066
H -3.555375 4.611668 -1.099786 0.0 0.0 0.0 0.086
H -3.686000 1.801626 -1.764499 0.0 0.0 0.0 0.060
H -5.079321 2.754812 -1.272798 0.0 0.0 0.0 0.090
H -4.760554 1.200499 -0.505507 0.0 0.1 -0.1 0.046
H -2.720634 4.022444 2.506143 0.0 0.0 0.0 0.103
H -1.301574 5.692060 3.615729 0.0 0.0 0.0 0.103
H 1.170979 5.524562 3.404654 0.0 0.0 0.0 0.103
H 2.177597 3.637996 2.246341 0.0 0.0 0.0 0.084
H 3.611241 1.875190 2.321673 0.0 0.0 -0.1 0.099
H 5.493148 3.210695 1.466473 0.0 0.0 0.0 0.104
H 5.656242 3.703635 -0.961064 0.0 0.0 0.0 0.104
H 4.087736 2.648529 -2.523943 0.0 0.0 0.1 0.086
H 3.630572 -0.974423 -1.359364 0.0 0.0 -0.1 0.073
H 2.476546 -1.721459 -4.084073 0.0 0.0 0.1 0.077
H 1.953927 -2.332809 -2.505784 0.0 0.0 0.0 0.033
H 3.564852 -2.711569 -3.109771 0.0 0.1 0.0 0.091
H 4.378818 0.083878 -4.131816 0.0 0.0 0.0 0.075
H 5.320216 -1.017345 -3.130885 0.0 0.0 0.0 0.083
H 5.073811 0.640899 -2.598673 0.0 0.0 0.0 0.059
H 1.211419 0.452725 -4.227852 0.0 0.0 -0.1 0.107
H -0.213908 3.928327 -3.984175 0.0 0.0 0.0 0.076
H -1.797298 3.182823 -3.713882 0.1 0.0 0.0 0.063
H -0.829195 2.724897 -5.121063 0.0 0.0 0.1 0.078
H 2.310452 3.288640 -3.812263 0.0 0.0 0.0 0.081
H 1.815142 2.531254 -5.316998 0.0 0.0 0.0 0.082
H 3.275653 1.981916 -4.505585 0.0 0.0 0.0 0.055
H 1.507725 1.815241 3.925755 0.0 0.0 0.0 0.089
H 2.147481 0.642157 5.974962 0.0 0.0 0.0 0.103
H 2.445740 -1.819550 5.962440 0.0 0.0 0.0 0.103
H 2.081018 -3.079223 3.896077 0.0 0.0 0.0 0.084
H 2.760226 -3.249886 -0.377720 0.0 0.0 0.0 0.085
H 4.259221 -2.012014 1.975778 0.0 0.0 0.0 0.082
H 3.794019 -1.091788 0.554213 0.0 0.0 0.1 0.043
H 4.919894 -2.449062 0.393443 0.0 0.0 0.0 0.085
H 3.269375 -4.349800 2.427993 0.0 0.0 0.0 0.066
H 4.173488 -4.767059 0.977114 0.0 0.0 0.0 0.080
H 2.468199 -5.193926 1.088428 0.0 0.0 0.0 0.068
H -0.021661 -4.121921 0.583069 0.0 0.0 0.0 0.089
H -1.459853 -2.420832 2.665597 0.0 -0.1 -0.1 0.071
H -2.179249 -3.551393 1.510761 0.0 0.0 0.0 0.087
H -1.507332 -2.027355 0.948954 0.0 0.1 -0.1 0.032
H 0.082226 -3.924196 3.636657 0.0 0.0 0.0 0.067
H 1.102991 -5.023602 2.700745 0.0 0.0 0.0 0.048
H -0.646945 -5.207927 2.682259 0.0 0.0 0.0 0.084
F -4.051259 -3.008814 -0.494883 -0.1 0.0 0.0 0.152
C -4.566159 -2.166700 -1.385673 0.1 0.0 0.0 -0.682
F -5.397301 -1.328341 -0.779111 -0.1 0.0 0.1 0.154
F -5.219568 -2.843772 -2.314850 -0.1 -0.1 0.0 0.168
S -3.220115 -1.213558 -2.184271 0.4 0.0 0.3 0.650
O -2.455410 -0.692585 -1.021270 -1.1 -0.2 -0.7 -0.432
O -3.858177 -0.284045 -3.046387 0.0 -0.1 0.0 -0.215
N -2.419203 -2.316720 -2.939653 0.2 0.1 0.1 -0.259
S -1.028902 -2.853351 -2.426059 -0.1 0.4 0.2 0.668
O -1.068669 -4.102187 -1.739389 0.0 0.0 0.0 -0.230
O -0.202225 -1.799992 -1.806835 -0.3 -0.9 -0.6 -0.425
C -0.292339 -3.200725 -4.079975 -0.1 0.1 0.1 -0.689
F -1.168675 -3.875705 -4.805429 0.0 -0.1 -0.1 0.165
F 0.796274 -3.937571 -3.917294 0.1 -0.1 -0.1 0.154
F 0.009932 -2.062148 -4.691937 0.0 -0.1 0.0 0.156
F -0.975834 0.632748 -3.102572 0.1 0.0 -0.2 -0.049
B -0.092988 1.860180 -3.227527 0.0 -0.1 0.2 -0.840
F -0.151773 2.195204 -1.734578 0.0 0.3 0.0 -0.100
```
Positions in Å, forces in eV/Å.

Computed properties:
ΔE to the lowest compared entry with this formula, charge and spin ... 20.8 kcal/mol
Frontier orbital gap ... 7.639 eV
Total charge ... 0



Entry from the OMol25 dataset: an isolated ion of composition C12H16NO2 and charge +1 (ωB97M-V/def2-TZVPD).

Structure (XYZ):
```
31
Properties=species:S:1:pos:R:3:forces:R:3:nbo_charge:R:1
C -0.397621 3.405818 1.318120 0.2 -0.6 -0.2 -0.160
C -0.133827 3.063426 -0.001881 0.1 1.8 1.3 -0.200
C -0.535933 2.491571 2.319448 -0.2 -1.2 -0.3 -0.193
C -0.124888 1.751146 -0.331826 0.6 1.0 -0.9 -0.148
C -0.583570 1.197323 1.916632 -0.8 -2.9 1.6 -0.203
C -0.400217 0.818708 0.588169 -1.6 -1.5 1.5 -0.115
C -0.394209 -0.662602 -1.480581 0.0 -0.8 0.8 0.608
C 1.623517 -1.295998 0.464639 0.3 0.0 -1.9 -0.415
C 1.705340 -1.827515 -1.008882 1.0 2.2 0.4 -0.434
C 0.185142 -1.550068 0.884015 -0.9 0.0 1.1 -0.415
C 1.003172 -0.876589 -1.988954 0.3 1.8 0.7 -0.007
C -0.658962 -0.585519 0.104132 1.0 0.4 -1.5 0.018
N -2.081082 -1.008645 0.154675 -0.2 0.5 1.6 -0.705
O -1.360837 -0.735682 -2.196608 -0.4 0.0 -0.1 -0.546
O 1.010230 -1.246059 -3.334636 0.0 -0.1 0.7 -0.654
H -0.540923 4.351521 1.663463 0.1 3.1 0.1 0.223
H 0.095740 3.885338 -0.654308 -0.1 -0.1 -0.6 0.242
H -0.698237 2.608182 3.371800 0.0 1.0 0.2 0.238
H 0.186972 1.430029 -1.276563 0.0 0.1 -1.5 0.198
H -0.870890 0.489427 2.775459 0.6 0.5 -1.7 0.215
H 2.252712 -1.844407 1.147801 0.6 0.1 -0.1 0.250
H 1.980698 -0.196247 0.318578 -0.9 -1.8 1.2 0.237
H 2.700895 -1.854377 -1.358738 1.5 0.4 -0.1 0.245
H 1.467039 -2.810930 -1.200657 -1.5 -2.4 0.1 0.217
H -0.173365 -2.587889 0.580819 0.9 0.8 0.7 0.206
H -0.049867 -1.338931 1.994053 0.6 -0.7 -1.6 0.241
H 1.486480 0.161964 -1.869153 -0.3 -1.5 -0.5 0.216
H -2.041328 -1.978794 0.499632 -0.7 0.4 -0.2 0.439
H -2.425690 -0.940558 -0.833308 -0.2 0.1 0.2 0.472
H -2.554104 -0.385565 0.843230 -0.1 -0.7 -0.8 0.455
H 0.327612 -1.928077 -3.408567 0.1 0.1 -0.5 0.476
```
Positions in Å, forces in eV/Å.

Computed properties:
ΔE to the lowest compared entry with this formula, charge and spin ... 0.0 kcal/mol
Frontier orbital gap ... 10.014 eV
Total charge ... +1
SMILES ... [NH3+][C@@]1(c2ccccc2)CCC[C@@H](O)C1=O



Entry from the OMol25 dataset: C23H22AuF3N3O4Te as an isolated structure (ωB97M-V/def2-TZVPD).

Structure (XYZ):
```
57
Properties=species:S:1:pos:R:3:forces:R:3:nbo_charge:R:1
Au 0.546839 1.806193 -0.427806 -0.1 0.3 -1.4 1.080
N 0.469350 -0.367507 -0.416408 0.2 0.2 0.1 -0.554
C -0.287964 -1.176660 -0.104639 -0.2 -0.3 0.2 0.505
C -1.229794 -2.183556 0.261401 0.3 -0.2 -0.7 -0.184
C -2.294863 -2.439556 -0.607040 0.3 -0.1 0.0 -0.146
C -3.224104 -3.401594 -0.265574 0.1 -0.4 0.0 -0.230
C -3.092866 -4.095332 0.933633 0.6 -0.4 -0.6 -0.152
C -2.029437 -3.840679 1.789520 0.4 -0.3 -0.2 -0.206
C -1.088671 -2.882205 1.458763 0.2 -0.4 -0.1 -0.146
H -2.385091 -1.884880 -1.531530 0.0 0.0 0.0 0.228
H -4.047472 -3.619883 -0.931153 0.0 0.1 0.0 0.239
H -3.824381 -4.846899 1.199538 0.2 -0.2 -0.1 0.227
H -1.934442 -4.385868 2.718081 0.0 0.0 0.0 0.242
H -0.249753 -2.678033 2.110373 0.0 0.0 0.0 0.241
N 7.265845 1.273586 0.373773 -0.1 0.0 0.0 -0.764
C 5.938338 1.370604 0.131587 0.1 0.0 0.0 0.239
C 5.060781 0.315174 0.417023 0.0 -0.1 0.1 -0.306
C 3.728928 0.448087 0.109154 0.0 0.1 -0.1 0.060
N 3.193899 1.541969 -0.451724 0.2 0.0 0.0 -0.605
C 4.027896 2.570418 -0.670517 0.0 -0.1 0.0 0.053
C 5.376734 2.534506 -0.413776 0.0 0.0 0.0 -0.307
H 7.651905 0.455340 0.806682 0.0 0.0 0.0 0.404
H 7.878748 2.045967 0.189356 0.0 0.0 0.0 0.404
H 5.423204 -0.589828 0.886655 0.0 0.0 0.0 0.226
H 3.038732 -0.361608 0.316803 0.0 0.0 0.0 0.201
H 3.582902 3.476052 -1.067114 0.0 0.0 -0.1 0.202
H 5.991898 3.401551 -0.615216 0.0 0.0 0.0 0.227
O -0.012483 1.061978 3.580108 0.1 0.1 0.1 -0.573
C -0.363538 1.174733 2.433240 -0.2 -0.6 -0.4 0.769
O 0.349100 1.862066 1.561554 0.2 0.6 0.4 -0.799
C -1.605172 0.469550 1.945040 -0.1 0.2 0.1 -0.185
C -2.292733 0.870408 0.807897 -0.3 -0.2 0.1 -0.197
C -3.460744 0.219710 0.387111 0.0 0.2 0.0 -0.298
C -3.892107 -0.826512 1.158626 -0.2 0.1 0.2 0.326
O -4.984694 -1.618277 0.970133 0.0 0.1 0.1 -0.492
C -5.017168 -2.520121 2.079723 -0.4 0.2 0.3 0.231
O -3.830073 -2.315053 2.844217 -0.4 0.4 0.2 -0.484
C -3.203843 -1.234394 2.290171 -0.4 0.4 0.3 0.223
C -2.069698 -0.604544 2.720995 -0.2 0.3 0.1 -0.213
H -1.939100 1.723909 0.246187 -0.1 0.0 0.0 0.212
H -4.000607 0.528696 -0.497184 0.0 0.0 0.0 0.236
H -5.045419 -3.545672 1.710839 -0.2 0.3 0.1 0.170
H -5.893460 -2.313443 2.696969 0.0 0.1 0.0 0.181
H -1.549156 -0.898980 3.621273 0.0 0.0 0.0 0.264
C -0.381903 2.088070 -4.184759 -0.1 0.1 0.1 -0.892
Te 1.340437 1.965026 -2.956506 -0.1 -0.4 0.4 0.896
C 1.535625 -0.115926 -3.271927 0.1 -0.1 -0.1 -0.882
H -1.247657 1.703686 -3.653146 0.0 0.0 0.0 0.246
H -0.181506 1.496907 -5.075409 0.0 0.0 0.0 0.244
H -0.545547 3.129547 -4.446218 0.0 0.0 0.0 0.256
H 1.913956 -0.281712 -4.278140 0.0 0.1 0.0 0.246
H 0.557814 -0.572800 -3.152600 0.0 0.0 0.0 0.237
H 2.231823 -0.513074 -2.538940 0.0 0.0 0.0 0.257
F 1.201328 4.484127 -1.091983 -0.2 0.0 0.1 -0.336
C 0.100060 3.798156 -0.716573 0.3 -0.3 0.1 0.812
F -0.411020 4.381531 0.342250 0.0 -0.1 0.1 -0.288
F -0.789688 3.917026 -1.732794 0.0 0.0 0.2 -0.345
```
Positions in Å, forces in eV/Å.

Computed properties:
ΔE to the lowest compared entry with this formula, charge and spin ... 0.0 kcal/mol
Frontier orbital gap ... 6.452 eV
Total charge ... +1